No. 1
C14H14BrF5N7OPtTe as an isolated structure, computed with ωB97M-V/def2-TZVPD.

The geometry in XYZ format:
```
44
Properties=species:S:1:pos:R:3:forces:R:3:nbo_charge:R:1
Pt 0.050354 0.052068 -0.418030 -0.3 0.4 0.1 0.897
N 0.285861 0.764156 2.885152 0.0 0.2 0.0 -0.754
C 1.199798 1.398045 2.149076 0.1 -0.2 0.0 0.632
N 2.093475 2.137618 2.788823 0.0 0.0 0.0 -0.556
C 2.973257 2.790343 2.033689 0.0 0.0 0.0 0.610
N 3.929078 3.490254 2.634625 0.0 0.0 0.0 -0.731
N 2.954411 2.815290 0.675416 0.0 0.0 0.0 -0.519
C 2.067095 2.034819 0.134487 0.0 0.0 0.0 0.463
N 1.197630 1.235852 0.795498 -0.2 0.1 0.1 -0.576
C 1.923527 2.019168 -1.335124 0.1 0.0 0.0 0.138
C 2.694144 2.791115 -2.175271 0.0 0.0 -0.1 -0.177
C 2.442747 2.735433 -3.542318 0.0 0.0 0.1 -0.126
C 1.425685 1.919833 -4.004653 0.0 0.0 0.0 -0.210
C 0.688450 1.172393 -3.099446 -0.2 -0.1 -0.2 0.078
N 0.949069 1.217558 -1.794308 0.1 -0.3 0.0 -0.413
H 0.283437 0.959876 3.871868 0.0 0.0 0.0 0.428
H -0.518306 0.342039 2.458937 0.0 0.0 0.0 0.413
H 3.970889 3.516969 3.638453 0.0 0.0 0.0 0.423
H 4.587231 4.011225 2.082763 0.0 0.0 0.0 0.421
H 3.460904 3.420432 -1.749046 0.0 0.0 0.0 0.260
H 3.026551 3.331787 -4.229703 0.0 0.0 0.0 0.244
H 1.192457 1.845180 -5.056830 0.0 0.0 0.0 0.251
H -0.125298 0.525984 -3.414661 0.2 0.0 0.1 0.256
C -4.746608 -1.666753 1.282201 0.0 0.0 0.0 -0.639
C -3.264330 -1.824046 1.457828 0.0 0.0 0.0 -0.026
C -2.698791 -2.821100 2.245584 0.0 0.0 0.0 -0.112
C -1.324354 -2.951076 2.334346 0.0 0.0 0.0 -0.251
C -0.525945 -2.071576 1.629306 -0.1 -0.2 0.1 0.141
Br 1.336581 -2.246288 1.701656 0.0 -0.1 0.0 0.152
N -1.049958 -1.093382 0.885001 0.3 -0.1 0.0 -0.518
C -2.388591 -0.985111 0.794600 -0.1 0.0 0.0 0.071
H -5.290000 -2.362907 1.917232 0.0 0.0 0.0 0.233
H -5.028756 -1.862218 0.247071 0.0 0.0 0.0 0.245
H -5.068770 -0.655466 1.530062 0.0 0.0 0.0 0.235
H -3.336158 -3.511463 2.783621 0.0 0.0 0.0 0.239
H -0.866547 -3.729193 2.926175 0.0 0.0 0.0 0.256
H -2.746940 -0.202801 0.137926 0.0 0.0 0.0 0.234
F 0.009132 -1.989670 -3.983010 -0.1 0.0 0.1 -0.616
Te -0.831107 -2.599345 -2.438928 0.4 -0.4 -0.2 3.477
F -2.462207 -2.525666 -3.291156 -0.1 0.0 0.0 -0.599
F -1.623268 -3.401992 -0.956367 0.0 0.0 0.0 -0.627
F -0.626033 -4.295542 -3.118333 0.0 0.0 0.0 -0.584
F 0.837738 -2.809383 -1.641105 0.0 -0.1 0.0 -0.620
O -1.057535 -0.922458 -1.773103 -0.3 0.5 -0.3 -1.147
```
Forces are in eV/Å.

Calculated values
Energy above the lowest of the compared OMol25 structures with the same formula, charge and spin, kcal/mol: 0.00
Molecular weight, g/mol: 793.886
HOMO energy, hartree: -0.4598
Total charge: +1
Energy, eV: -121391.8388

No. 2
A 2-piece molecular cluster, C3H10OS2 overall, computed with ωB97M-V/def2-TZVPD.

The geometry in XYZ format:
```
16
Properties=species:S:1:pos:R:3:forces:R:3:nbo_charge:R:1
C 0.000000 0.000000 0.000000 0.4 0.5 0.9 -0.628
C -0.311270 1.055900 1.132180 0.2 -0.4 -0.9 -0.521
S 0.636290 0.780150 2.723459 -0.9 0.2 -0.8 0.073
S 0.363080 -1.197930 3.080689 0.6 -0.6 -0.5 0.095
C -1.344429 -1.337439 3.562459 -0.9 0.6 0.9 -0.779
H -0.450250 -0.990260 0.182380 0.2 0.5 0.1 0.218
H 1.097929 -0.103340 0.021760 -0.4 -0.2 -0.3 0.215
H -0.301170 0.343930 -1.003800 0.0 0.1 0.5 0.213
H 0.060100 2.042159 0.793320 -0.2 -0.4 0.2 0.219
H -1.402879 1.144549 1.293370 0.6 -0.1 0.2 0.204
H -1.604149 -2.383179 3.798218 0.4 0.3 -0.2 0.234
H -2.067039 -0.953650 2.822769 0.5 -0.2 0.2 0.224
H -1.431499 -0.737060 4.483638 -0.4 -0.3 -0.4 0.231
O -3.922709 1.165940 3.876148 -0.7 1.0 -0.1 -0.943
H -4.685448 1.446609 4.430858 0.8 -0.3 -0.6 0.473
H -3.811038 1.892549 3.222069 -0.1 -0.7 0.7 0.471
```
Forces are in eV/Å.

Calculated values
Energy above the lowest of the compared OMol25 structures with the same formula, charge and spin, kcal/mol: 4.99
Molecular weight, g/mol: 126.246
SMILES: CCSSC.O
HOMO energy, hartree: -0.3074
Total charge: 0
Energy, eV: -26991.0736

What is the energy above the lowest of the compared OMol25 structures with the same formula, charge and spin in the second record? 4.99 kcal/mol

What is the molecular weight in the first record? 793.886 g/mol

Look up the total charge of the second one. 0